[1]
39
Properties=species:S:1:pos:R:3:lowdin_charge:R:1 method="wB97M-V/def2-TZVPD" lumo_energy_ha="-0.4222 / -0.3582" multiplicity=1 homo_lumo_gap_ev="2.629 / 4.373" homo_ev="-14.119 / -14.122" charge=+2
O 0.04254 2.76072 1.77593 0.10
H 0.26131 1.46279 -3.59659 0.01
H -6.24333 -4.17157 5.32531 0.14
H 0.52457 -0.28337 -3.69252 0.04
C 0.07235 2.19910 0.76439 -0.41
H 3.00916 2.60193 -2.32227 0.09
N -3.26248 -1.67432 2.81545 0.03
C -3.74251 -1.94014 1.51413 0.02
Tl 0.28127 -0.90947 0.17942 0.17
C -3.85295 -2.09761 4.03398 -0.18
Cl 0.00519 -2.45295 -1.71398 0.07
H 1.85082 0.83520 -4.17785 0.09
C -5.43654 -3.43637 5.28363 0.01
H 1.46399 3.06917 -1.55554 0.03
C 3.13978 -0.31247 -1.88889 -0.23
C 2.28284 2.34672 -1.53664 -0.23
H -3.54242 -1.53636 7.37402 0.13
H -4.64752 -2.48074 1.28993 0.13
C -2.82923 -1.43303 0.63748 -0.14
N -1.75917 -0.90456 1.34711 -0.09
H 3.71202 0.00899 -2.76989 0.09
C -3.92843 -1.97089 6.45718 0.00
I 2.24857 -0.38893 2.12996 0.46
H -5.25358 -3.51489 3.13304 0.12
H 3.73496 -0.18442 -0.97939 0.05
I -1.47528 1.89124 -1.20646 0.82
H -2.83649 -1.42008 -0.44070 0.10
C -4.88861 -3.04852 4.05361 0.02
C -3.36034 -1.59061 5.24304 0.00
H -2.53206 -0.89439 5.24809 0.11
P 1.58902 0.65398 -1.73786 0.70
C -5.57879 -3.31553 7.73624 -0.15
C 1.01390 0.67525 -3.48106 -0.25
C -4.97123 -2.89801 6.49066 -0.21
N -6.09868 -3.66227 8.72840 0.19
H 2.77263 2.41593 -0.56061 0.06
H -1.44857 -0.61146 3.44147 0.14
C -2.07451 -1.00231 2.64564 -0.08
H 2.87599 -1.37280 -1.97768 0.05

[2]
12
Properties=species:S:1:pos:R:3:lowdin_charge:R:1 method="wB97M-V/def2-TZVPD" lumo_energy_ha=0.0114 multiplicity=1 homo_lumo_gap_ev=9.121 homo_ev=-8.811
H 1.38111 1.21772 -0.19638 0.08
H 0.16166 1.63228 -1.21861 0.09
C -0.09136 -0.45370 -0.53397 -0.28
C 0.40308 1.04143 -0.40684 -0.18
H 0.72557 -2.23270 0.68292 -0.01
H -0.07738 -1.03649 -1.41537 0.05
O -2.90834 -0.25098 -0.56980 -0.49
O -0.53013 1.43529 0.68687 -0.19
P -1.84253 -0.42418 0.41523 0.88
N 1.01133 -1.29588 0.66473 0.01
H -0.15497 1.52197 1.54396 0.08
H 1.92195 -1.15476 0.34727 -0.01

[3]
17
Properties=species:S:1:pos:R:3:lowdin_charge:R:1 method="wB97M-V/def2-TZVPD" lumo_energy_ha=0.0197 multiplicity=1 homo_lumo_gap_ev=10.127 homo_ev=-9.592
H 1.71907 -2.31863 0.78657 0.12
C -1.14527 -1.10096 -0.94892 -0.24
H 1.79259 1.98060 -0.86357 0.11
H 2.60468 -0.35100 -0.11804 0.17
C 0.94732 -1.40133 0.88411 -0.12
H -2.38294 2.29456 1.19629 0.10
O -2.23645 -1.62768 -0.44723 -0.06
N 0.73057 1.74665 -1.05312 0.14
N -1.71606 0.77111 0.26195 0.08
H -0.59238 -1.84715 -1.62193 0.16
C 0.55192 0.59357 -0.56408 -0.54
H -0.04103 -1.82894 0.29881 0.09
H -0.42585 2.22033 0.48602 0.02
N -0.70268 0.20725 -0.64047 -0.09
N 1.49701 -0.49665 -0.16133 -0.06
H 0.85332 -0.86356 1.88254 0.09
C -1.45382 2.02183 0.62239 0.03